[1]
C19H23BCl42O5 | the ωB97M-V functional and the def2-TZVPD basis

The largest force on an atom comes out at 5.118 eV/Å. The calculated total energy comes out at -20466.83772 hartree.

ORCA input file:
```
! RIJCOSX wB97M-V def2-TZVPD def2/J DEFGRID3
* xyz 0 1
Cl -2.332 4.663 4.032
Cl 2.750 1.143 -2.921
Cl -2.535 -0.809 3.955
Cl -0.561 0.799 5.366
Cl -4.370 1.114 -7.278
Cl -3.455 6.487 6.000
Cl 1.211 5.823 0.100
Cl -5.667 2.507 -3.159
Cl -1.708 2.172 -7.786
Cl -5.928 0.975 3.430
Cl -11.075 4.303 0.998
Cl 12.174 -0.917 5.016
Cl 2.939 7.399 3.413
Cl -7.900 -0.622 2.009
Cl -0.113 -2.051 4.983
Cl -2.049 -0.631 -7.083
Cl -8.989 2.483 1.893
Cl 5.409 0.215 -2.188
Cl -8.094 -6.169 -9.825
Cl -3.005 3.565 -3.667
Cl -1.742 -5.818 -5.766
Cl 3.557 -1.586 -3.525
Cl 2.417 10.196 2.810
Cl -3.811 -4.134 -4.605
Cl -5.767 -7.907 -9.649
Cl -0.291 2.609 0.241
Cl -2.941 1.519 0.746
Cl 9.532 -2.012 5.549
Cl -4.474 6.480 3.275
Cl -0.287 -3.043 -0.242
Cl -5.489 -1.875 3.049
Cl 0.259 8.482 3.740
Cl -2.918 -2.206 -1.146
Cl -3.347 0.762 -2.965
Cl -0.973 5.859 -1.822
Cl -1.199 -3.743 -2.915
Cl 11.877 -3.724 5.718
Cl -4.548 -6.451 -6.204
Cl -0.594 -0.190 0.951
Cl -5.437 -5.098 -10.333
Cl -0.951 7.746 0.391
Cl -10.859 1.649 -0.173
O 6.028 -4.770 1.044
O 3.792 -1.716 0.835
O 2.650 -2.251 2.857
O 7.060 -2.595 0.582
O 2.046 -0.289 1.733
C -1.226 1.445 1.186
C 9.038 -2.810 2.208
C 4.611 -2.565 1.702
C -6.178 -0.403 2.349
C 2.755 -1.305 1.763
C 7.748 -1.992 1.709
C -2.657 1.014 -6.842
C -3.955 2.407 -2.724
C 3.429 -3.403 2.365
C 11.250 -2.089 5.966
C -6.380 -6.266 -9.396
C -3.367 -5.151 -5.982
C 3.711 -0.242 -2.384
C 0.044 6.840 -0.758
C -1.687 -3.472 -1.237
C -0.811 -0.582 4.286
C -10.650 2.612 1.297
C -3.044 6.262 4.294
C 1.753 8.557 2.794
B 5.907 -3.328 1.089
H -3.366 -4.532 -6.878
H -2.556 1.267 -5.787
H 0.595 7.551 -1.370
H -0.305 -0.375 3.344
H -2.113 -4.395 -0.850
H -11.319 2.221 2.060
H -1.132 1.703 2.239
H -2.309 7.014 4.017
H 2.693 -3.834 1.587
H -5.668 -0.199 1.410
H 7.093 -1.814 2.631
H 9.814 -2.792 1.364
H 11.358 -1.837 7.019
H 9.445 -2.357 3.183
H 6.988 -4.985 1.041
H 3.330 -0.569 -1.418
H -6.277 -6.022 -8.341
H 4.917 -1.832 2.544
H 8.729 -3.886 2.458
H 8.106 -0.945 1.378
H 1.519 8.291 1.765
H -3.854 2.659 -1.670
H 3.728 -4.204 3.125
*
```

[2]
C19H23ClNW | the ωB97M-V functional and the def2-TZVPD basis

The largest force on an atom comes out at 4.906 eV/Å. The calculated total energy comes out at -1319.40345 hartree.

ORCA input file:
```
! RIJCOSX wB97M-V def2-TZVPD def2/J DEFGRID3
* xyz 1 3
W -0.273 -0.025 0.369
Cl -1.814 -3.713 5.065
N -0.406 -0.629 2.702
C -0.523 -1.410 5.563
C -1.328 -2.296 0.421
C 1.252 1.959 0.281
C 0.506 1.106 -4.659
C -1.685 -0.994 -1.428
C 0.049 0.135 3.814
C 1.656 0.468 -3.973
C -0.519 2.032 1.741
C 1.895 -0.981 -4.171
C -0.989 -1.811 3.239
C 0.008 -0.228 5.170
C -2.560 -0.560 -0.399
C 0.872 1.802 1.638
C -0.997 2.337 0.443
C -2.336 -1.360 0.747
C -1.044 -2.201 4.591
C -0.928 -2.073 -0.922
C 2.777 1.322 -3.511
C 0.096 2.284 -0.461
H -0.376 0.464 -4.656
H 2.409 -1.190 -5.123
H 2.249 1.852 -0.109
H 2.424 2.264 -3.087
H -1.519 -2.553 2.759
H 0.963 -1.548 -4.197
H 0.724 1.325 -5.716
H -0.189 -2.634 -1.468
H -0.949 -3.058 1.082
H 0.388 0.446 5.932
H 1.534 1.565 2.453
H 0.055 2.484 -1.518
H -2.017 2.569 0.186
H 0.235 2.058 -4.200
H -1.102 2.015 2.647
H 0.423 1.101 3.847
H -0.563 -1.688 6.608
H 2.526 -1.401 -3.386
H -2.862 -1.294 1.684
H -1.630 -0.593 -2.427
H 3.458 1.592 -4.334
H 3.389 0.820 -2.760
H -3.276 0.241 -0.478
*
```

[3]
C19H23F16N2O3 | the ωB97M-V functional and the def2-TZVPD basis

The largest force on an atom comes out at 2.339 eV/Å. The calculated total energy comes out at -2670.57070 hartree. The calculation puts the relative energy (zero: lowest compared OMol25 entry of this formula, charge and spin) at 42.2 kcal/mol.

ORCA input file:
```
! RIJCOSX wB97M-V def2-TZVPD def2/J DEFGRID3
* xyz 1 1
F -0.500 -6.383 -0.403
F -4.546 1.970 -2.533
F -4.786 -0.029 -3.350
F -1.181 -1.553 3.365
F -3.891 -0.263 -0.778
F -3.434 3.522 -0.697
F -2.609 -2.567 1.279
F -0.493 -3.567 2.927
F -3.038 3.459 1.438
F -5.497 1.569 -0.258
F -5.691 3.441 0.819
F -2.410 -5.021 2.226
F -1.293 -0.935 0.706
F -2.344 -0.772 -2.192
F 0.277 -5.079 1.133
F -1.409 -6.955 2.181
O -1.306 -4.349 -0.281
O 1.097 2.144 1.791
O -2.200 1.163 -1.153
N 5.066 3.148 -2.800
N 5.705 3.186 -1.652
C -2.472 1.567 0.202
C 4.328 1.212 -1.140
C 2.007 2.319 2.873
C -0.735 -3.075 -0.048
C -3.095 0.259 -1.722
C -1.929 -5.979 1.405
C 3.986 0.197 -0.075
C -1.312 -2.246 1.113
C -3.877 0.862 -2.895
C 2.493 -0.245 -0.045
C -4.935 2.323 0.705
C 3.727 1.226 -2.418
C -0.552 -2.316 2.436
C 5.301 2.213 -0.885
C -3.487 2.714 0.388
C 1.721 2.200 0.514
C 4.178 2.281 -3.213
C 1.452 0.891 -0.271
C -0.850 -5.421 0.475
H -2.761 -6.390 0.828
H 1.222 3.017 -0.049
H 1.306 1.133 -1.335
H 2.260 -0.801 0.876
H 0.355 -3.121 -0.015
H 1.625 1.705 3.706
H 2.358 -0.965 -0.879
H -2.688 0.717 0.842
H 4.222 0.603 0.927
H 3.025 1.936 2.659
H 4.630 -0.698 -0.170
H -3.200 1.126 -3.712
H 0.468 -1.933 2.321
H 5.788 2.174 0.097
H 5.311 3.904 -3.439
H -1.516 1.946 0.566
H -4.991 1.779 1.653
H -0.968 -2.514 -0.953
H 2.089 3.381 3.165
H 2.967 0.516 -2.736
H 0.475 0.499 0.116
H 3.771 2.389 -4.223
H 2.785 2.485 0.592
*
```

[4]
C19H23F2N3O4 | the ωB97M-V functional and the def2-TZVPD basis

The largest force on an atom comes out at 1.930 eV/Å. The calculated total energy comes out at -1402.79602 hartree. The calculation puts the relative energy (zero: lowest compared OMol25 entry of this formula, charge and spin) at 0.0 kcal/mol. The SMILES is CCc1cc(O)c(Oc2cccnc2F)cc1F.CNC(=O)[C@H](C)NC(C)=O.

ORCA input file:
```
! RIJCOSX wB97M-V def2-TZVPD def2/J DEFGRID3
* xyz 0 1
F 0.079 -1.612 0.222
F -2.329 3.046 5.311
O -1.316 2.848 -0.126
O 2.863 -3.528 -2.237
O -0.869 0.588 1.529
O -1.525 -4.719 -4.971
N -0.211 -3.209 -4.033
N 0.796 -4.028 -1.521
N 2.252 -0.850 0.308
C -2.105 3.014 3.977
C 0.955 -0.653 0.602
C 1.433 1.455 1.666
C 0.781 -5.273 -4.967
C -1.347 1.767 2.035
C 1.059 -2.650 -3.559
C -2.876 5.424 3.765
C -2.346 4.139 3.169
C -2.076 4.065 1.793
C 2.773 1.238 1.356
C -1.733 6.254 4.349
C 3.144 0.077 0.678
C -0.399 -4.373 -4.653
C 0.807 -1.178 -3.204
C -1.618 1.839 3.403
C 1.202 -4.806 -0.354
C -1.579 2.889 1.219
C 1.649 -3.423 -2.360
C 0.486 0.491 1.278
H -3.396 6.007 2.998
H 1.821 -4.187 0.299
H 1.784 -5.673 -0.671
H -1.696 3.617 -0.576
H 1.143 2.357 2.198
H -3.605 5.199 4.551
H 0.050 -1.102 -2.423
H 1.795 -2.683 -4.363
H 0.428 -6.123 -5.549
H -2.123 7.188 4.766
H 1.226 -5.634 -4.042
H -1.042 -2.658 -3.895
H -1.002 6.498 3.572
H -1.440 0.968 4.025
H 1.521 -4.725 -5.547
H 0.471 -0.634 -4.088
H -2.247 4.936 1.171
H -0.189 -3.894 -1.684
H 0.323 -5.142 0.197
H 4.193 -0.083 0.444
H 1.733 -0.728 -2.842
H 3.532 1.961 1.636
H -1.227 5.702 5.147
*
```

> Which of these has the highest calculated total energy?

C19H23ClNW

> Among the records above, which one has the highest calculated total energy?

C19H23ClNW

> Among the records above, which one has the highest calculated total energy?

C19H23ClNW